[1]
The following is a quantum chemistry calculation of 2 unconnected molecules or ions with the total composition CH6NO, from OMol25.

```
9
Properties=species:S:1:pos:R:3:forces:R:3
O -0.332239 0.869303 -0.571617 -1.2255 5.0778 2.6381
N 0.776337 -1.379338 -0.215594 -2.9695 1.0820 2.3505
C -0.704712 1.789353 0.186385 -1.6794 -4.3863 -1.0884
H -1.168413 1.482859 1.285611 1.4566 0.5402 -1.3949
H 0.345356 -1.637508 -1.147767 2.3235 0.0931 0.2043
H 1.721984 -1.070410 0.193821 -0.9216 -0.4220 -2.2162
H -1.184388 2.715630 -0.182995 0.6326 0.8588 -0.4015
H 0.016733 -0.609230 0.046560 2.4183 -2.5201 -0.0222
H 0.529343 -2.160656 0.405600 -0.0349 -0.3235 -0.0698
```
Forces are in eV/Å.

The net charge is +2. As for the highest occupied orbital energy (alpha / beta): -25.28 / -26.76 eV. As for the calculated total energy: -4647.4188 eV. The multiplicity is 2. For the LUMO energy (alpha / beta), the calculation gives -12.95 / -16.07 eV. Its energy relative to the best compared isomer or geometry (same formula, charge and spin) is 49.2 kcal/mol. For the HOMO-LUMO gap (alpha / beta), the calculation gives 12.33 / 10.69 eV.



[2]
The following is a quantum chemistry calculation of C3H3N5 in the gas phase, from OMol25.

```
11
Properties=species:S:1:pos:R:3:forces:R:3
N 0.924391 -0.875923 0.773181 -0.7370 0.3672 0.5547
N -1.346355 -0.264477 0.883420 0.6776 -0.2969 0.9921
N -0.215487 -1.111632 1.194982 -0.8003 -0.0021 -0.6698
N 1.498980 1.444131 0.267418 -1.2801 -1.8930 -1.7409
N 0.567977 0.095013 -1.349268 -2.5415 -0.5217 0.0083
C 1.004835 0.299984 -0.014534 0.9574 2.3296 -1.9126
C -0.738303 0.040084 -1.469945 2.4493 0.0592 0.4468
C -1.601756 0.162768 -0.286705 -1.1641 0.2331 -1.1073
H -2.619058 0.641369 -0.480332 1.3074 -0.5862 0.6076
H 1.802978 1.384695 1.185179 0.9728 0.3154 2.5797
H -1.179111 -0.052866 -2.465870 0.1585 -0.0046 0.2415
```
Forces are in eV/Å.

As for the highest occupied orbital energy: -10.16 eV. As for the calculated total energy: -10606.0651 eV. Its structure (SMILES) is [H]/N=c1/nccnnn1. For the LUMO energy, the calculation gives -0.92 eV. Its energy relative to the best compared isomer or geometry (same formula, charge and spin) is 64.6 kcal/mol. For the HOMO-LUMO gap, the calculation gives 9.24 eV.



[3]
The following is a quantum chemistry calculation of a molecular structure, C28H43BrN2P2PdS, from OMol25.

```
78
Properties=species:S:1:pos:R:3:forces:R:3
Pd -1.555478 0.008733 0.218357 -0.5406 0.1157 1.4300
Br 3.510783 4.359662 -0.001593 0.4701 0.4639 -0.0095
S -2.074840 1.133212 4.767624 0.7372 -0.4345 -1.2353
P -1.427422 -2.179899 -0.098693 -0.4262 0.6777 -1.0861
P 4.200859 -0.752522 0.749612 -1.1157 2.3170 -0.7101
N -1.594184 0.565053 2.303035 -0.9005 0.3651 1.6393
N -5.426385 3.712989 -3.428963 -0.1823 0.3454 -0.1368
C 0.081160 -2.333189 -1.094709 0.2282 -0.6001 0.0375
C -4.762957 2.609076 -3.777136 0.2239 -0.5032 0.9042
C -1.037541 -2.901792 1.532608 -0.1017 0.0701 0.1246
C -0.388879 3.043504 0.138146 0.3296 0.6650 0.0678
C 4.681613 1.006817 0.926771 1.2237 -0.4033 0.7700
C 1.816622 2.745161 -1.591857 0.1646 0.0169 0.4093
C 0.672109 2.001969 -1.810951 -0.2767 0.3386 0.4825
C 0.760555 3.811057 0.363655 0.1510 -0.5177 -0.3223
C 3.649428 -0.828799 -0.990907 0.3050 -0.5978 -0.0121
C -0.420566 2.138717 -0.925651 -0.3574 -0.8674 -0.1379
C -5.464835 4.097171 -2.152664 0.2447 -0.7242 0.1336
C -4.138052 -2.788945 -0.299592 -0.3525 -0.0352 -0.0258
C -0.480127 0.580508 4.319367 -0.5624 0.1503 -0.7353
C -2.580763 0.989511 3.108909 2.0681 -0.7548 0.3002
C -2.931073 1.829659 -0.634986 1.1994 -0.8272 -0.4054
C 3.403576 -1.598813 3.264293 0.0413 0.0051 0.3277
C -0.399033 0.341176 2.973530 -1.3570 0.3939 1.0704
C -4.798916 3.398267 -1.134790 0.4955 -0.4554 -0.5182
C 2.880654 -0.986622 1.953934 -0.3645 -0.6950 0.0077
C -0.078356 -2.081887 -2.590885 0.1121 0.0298 -0.2861
C 4.682198 -1.696325 -1.716014 0.3334 -0.2852 -0.3439
C -1.674597 1.388602 -1.220356 -0.9538 0.8161 -1.1321
C -3.991252 2.285929 -1.501780 -0.9140 0.0569 -0.9204
C -1.714657 -4.237060 1.814612 0.1779 -0.3033 0.3739
C 6.054122 1.327625 0.326040 0.0788 -0.0517 -0.1069
C -4.057385 1.839614 -2.850950 -0.0913 0.7705 0.2248
C 1.881402 3.582346 -0.462073 -1.0068 -0.2233 0.0747
C -2.768635 -3.114852 -0.914721 0.1805 -0.3146 0.0530
H -4.320333 -3.378219 0.608627 0.0352 0.1738 -0.2599
H 2.643677 -1.249110 -1.059524 0.1565 -0.0316 0.1078
H -2.536908 -4.191366 -0.843827 -0.1914 0.3247 -0.0789
H 0.603019 1.364008 -2.690588 -0.0844 0.0784 0.2104
H 2.122365 -1.631532 1.467044 0.2905 0.2782 0.3026
H 3.788695 -0.823899 3.939171 -0.0642 -0.1881 -0.2001
H 3.905138 1.623974 0.458108 -0.2088 -0.3388 0.0847
H 0.324754 0.446282 5.012880 0.0096 0.0973 0.4222
H -2.747247 -2.870563 -1.987998 0.0255 0.1171 0.4088
H 0.764547 -1.583170 -0.672765 -0.1021 -0.2861 0.0370
H 2.603137 -2.132889 3.788812 0.2005 0.1316 -0.1214
H 6.125436 1.026284 -0.726626 -0.0006 0.0971 0.1985
H -3.496571 0.968305 -3.189868 -0.2045 0.2446 0.1133
H -0.263708 -1.021974 -2.813189 -0.0588 -0.2543 0.1534
H -1.636163 -4.925461 0.968952 0.0053 0.0320 0.1829
H 0.454885 -0.060104 2.436458 -0.3186 0.2376 0.1227
H 0.477562 -3.333368 -0.889097 0.2767 0.0001 -0.2283
H 0.846403 -2.364082 -3.110259 -0.2187 0.0573 0.0583
H 4.432734 -1.854031 -2.768742 -0.0237 0.0973 0.1750
H -1.221584 -4.703748 2.674588 -0.1939 -0.0240 -0.1509
H -4.237638 -1.723898 -0.034886 0.1230 -0.2956 -0.1577
H 2.654742 2.668349 -2.290471 -0.1949 0.1231 0.3697
H -4.825688 3.772111 -0.114260 0.0878 -0.0925 -0.1366
H 4.220400 -2.301836 3.069089 -0.2419 -0.0010 0.1570
H 0.765682 4.572347 1.153936 0.2255 -0.4657 -0.3462
H -0.890940 -2.669503 -3.032594 0.2385 0.1025 0.0930
H 4.765287 -2.679658 -1.236237 -0.0290 0.1447 -0.2038
H -4.938783 -3.020964 -1.017748 0.2631 0.0100 0.2953
H -1.292502 3.215792 0.748491 0.7033 -0.0808 -0.3965
H 2.457012 0.018669 2.120605 0.1395 -0.2879 -0.2077
H -3.003574 2.014712 0.447227 0.1826 0.6255 -0.6046
H -2.769453 -4.107070 2.070738 0.1698 -0.0376 -0.1160
H -3.619206 1.157244 2.827517 0.3994 0.0104 -0.1509
H -1.319065 -2.154973 2.292437 0.1332 -0.3181 -0.2049
H -4.749722 2.305033 -4.823611 -0.2235 0.2624 0.1622
H -1.701827 0.931592 -2.213830 -0.1703 0.8815 0.0616
H 4.717019 1.206090 2.008103 -0.1723 0.1063 -0.2558
H 5.674481 -1.228876 -1.671925 -0.1911 -0.1309 -0.0784
H 6.217774 2.405840 0.376174 0.0517 -0.1364 -0.0112
H -6.031085 4.999761 -1.910277 0.1259 -0.2882 -0.1795
H 3.626078 0.195890 -1.383662 0.0466 -0.1548 0.2229
H 0.057160 -2.998968 1.559484 -0.1419 0.0011 0.0409
H 6.844856 0.821333 0.892359 -0.1166 0.1735 -0.1975
```
Forces are in eV/Å.

The net charge is +2. As for the highest occupied orbital energy (alpha / beta): -12.50 / -12.79 eV. As for the calculated total energy: -135631.5534 eV. The multiplicity is 3. For the LUMO energy (alpha / beta), the calculation gives -5.84 / -9.01 eV. Its energy relative to the best compared isomer or geometry (same formula, charge and spin) is 2.3 kcal/mol. For the HOMO-LUMO gap (alpha / beta), the calculation gives 6.67 / 3.78 eV.



[4]
The following is a quantum chemistry calculation of a molecular structure, C18H37CrOP3Se, from OMol25.

```
61
Properties=species:S:1:pos:R:3:forces:R:3
Se 0.135299 -2.190933 -0.527301 0.0993 1.8692 -1.6522
Cr 0.086063 0.396974 0.993917 -0.7361 -0.0337 -0.2666
P 2.340487 0.526227 1.081157 2.3221 -0.3933 0.4656
P -0.103216 -0.710476 3.059937 -0.1073 -0.9864 1.9935
P -2.214075 0.609831 0.822169 -1.6111 -0.6338 0.0354
O 0.072095 3.310240 2.008680 -0.2636 -4.9436 -1.8482
C -0.280952 -3.071480 -3.246300 -0.3544 -0.2896 -0.5189
C 0.041945 2.207059 1.608599 0.4058 5.5106 2.3242
C -3.093428 -0.984215 0.920471 -0.0308 -0.0586 -0.2202
C -1.586415 -0.476599 4.109156 -0.2270 0.3388 -0.1504
C 3.164594 1.717950 2.182433 -0.2004 0.0702 0.0012
C 3.243181 -1.034956 1.396394 -0.0418 -0.0278 -0.1382
C -0.042425 -2.536044 2.924589 0.0597 -0.0392 -0.6571
C -2.549949 1.211790 -0.847894 0.2630 0.1766 -0.2885
C 0.325601 2.729639 -4.411657 -0.0642 0.1023 -1.9960
C 1.204601 -0.362447 4.289151 0.2189 0.2790 -0.0880
C 0.168371 -0.683754 -3.018430 -0.4195 0.4316 -0.2953
C 0.020507 -1.951880 -2.451910 0.2149 -0.7017 0.9222
C -3.193530 1.687647 1.898943 0.1724 0.2838 0.1999
C 0.608738 2.312374 -5.672541 -0.1979 0.7306 1.5257
C 2.844071 1.023139 -0.590707 -0.1679 0.1377 -0.2009
C -0.609787 -2.873062 -4.583914 0.0527 -0.3613 -0.0340
C -0.604254 -1.580764 -5.135636 -0.0679 -0.1925 0.4013
C -0.207754 -0.500672 -4.337480 0.4735 0.1298 0.5947
H -0.078442 -3.006258 3.917339 0.0066 0.2982 -0.1902
H -2.264351 2.268087 -0.913365 -0.1108 -0.1195 -0.0863
H 0.140650 -0.614021 -0.616351 0.0045 -1.5086 0.2886
H -1.954786 0.644322 -1.572135 -0.2028 0.0835 -0.0679
H -3.530091 1.149104 2.789064 0.0502 0.0976 -0.1647
H -0.893450 -2.894598 2.332660 0.0890 0.0160 0.1918
H 0.877637 -2.848171 2.416714 -0.0894 -0.0176 0.1831
H -2.504272 -1.759825 0.422612 -0.2904 0.0655 0.0341
H -4.069787 2.056976 1.356160 0.1095 -0.0971 0.0715
H 2.841685 1.557776 3.218767 0.2208 0.0869 -0.2603
H 2.877398 2.733900 1.881886 0.2272 -0.1609 0.1254
H 0.537942 0.134095 -2.397319 -0.2384 0.0569 -0.4225
H -2.481987 -0.920307 3.660040 0.3026 0.1215 0.1871
H 0.027929 2.638289 -6.526256 -0.1835 -0.0798 0.1003
H 2.308850 0.410114 -1.329179 0.3807 0.1527 0.0471
H -0.158774 0.492409 -4.761267 -0.0521 -0.0870 0.0766
H 1.442077 1.656220 -5.896620 0.1693 0.1784 0.0757
H 2.574895 2.079517 -0.738403 0.1897 -0.2496 -0.0880
H -3.262364 -1.277681 1.958563 -0.0390 0.0269 -0.2533
H 0.996953 2.532942 -3.585782 -0.0403 -0.1917 0.1159
H -2.590308 2.543288 2.213107 -0.2386 0.0359 0.0195
H 3.056675 -1.395337 2.416992 0.1773 0.0611 -0.4169
H -0.877693 -3.726913 -5.209725 0.1032 0.2238 0.2594
H -0.552747 3.365097 -4.241664 0.5094 -0.1668 0.0412
H 4.256066 1.590043 2.111175 -0.3735 0.1226 0.0202
H -3.615817 1.106667 -1.084119 0.2035 0.0405 0.0408
H 1.216386 0.710520 4.519177 -0.0154 -0.2293 0.0661
H -4.061230 -0.875882 0.421203 0.0427 -0.1209 0.1131
H -0.893465 -1.360053 -6.162902 0.0538 -0.3960 0.1855
H 2.892575 -1.795764 0.684443 0.2846 0.1424 0.1838
H 0.991269 -0.918337 5.215322 -0.0119 0.1502 -0.3495
H -0.286112 -4.069824 -2.815479 -0.1070 0.1209 -0.1410
H 3.929926 0.890385 -0.714632 -0.3372 0.0976 -0.0147
H 2.196891 -0.654078 3.927362 -0.3191 0.1061 0.2048
H -1.766070 0.592544 4.275842 0.0245 -0.2143 0.0547
H 4.323089 -0.854731 1.269038 -0.3603 -0.1613 0.0316
H -1.416915 -0.956105 5.085905 0.0681 0.1162 -0.3717
```
Forces are in eV/Å.

The net charge is +3. As for the highest occupied orbital energy (alpha / beta): -17.01 / -17.00 eV. As for the calculated total energy: -142917.9666 eV. The multiplicity is 4. For the LUMO energy (alpha / beta), the calculation gives -11.62 / -13.13 eV. Its energy relative to the best compared isomer or geometry (same formula, charge and spin) is 0.0 kcal/mol. For the HOMO-LUMO gap (alpha / beta), the calculation gives 5.39 / 3.88 eV.